Density functional theory data (ωB97M-V/def2-TZVPD) for a 8-piece molecular cluster, C72H159N6O2P overall at a distorted geometry.

Computed properties:
Charge = +6
Spin multiplicity = 1
Strongest force on any atom = 4.92 eV Å⁻¹
Orbital gap = 5.320 eV
Energy above the lowest of the compared OMol25 structures with the same formula, charge and spin = 546.4 kJ/mol

```
240
Properties=species:S:1:pos:R:3:lowdin_charge:R:1
C 7.757 1.330 7.601 -0.10
C 8.492 0.103 7.036 -0.24
C 7.948 -0.261 5.622 -0.15
C 9.089 -1.099 4.886 -0.07
N 8.526 -1.705 3.543 -0.25
C 8.320 -0.675 2.490 -0.12
C 8.436 -1.428 1.182 -0.16
C 9.359 -2.586 1.479 -0.16
C 9.687 -2.454 2.931 -0.12
C 7.272 -2.577 3.692 0.05
H 6.885 1.001 8.166 0.08
H 7.519 2.093 6.859 0.07
H 8.487 1.818 8.247 0.08
H 8.488 -0.685 7.789 0.12
H 9.545 0.383 7.064 0.11
H 7.604 0.534 4.961 0.11
H 7.170 -1.024 5.655 0.09
H 9.471 -1.885 5.538 0.14
H 9.994 -0.528 4.677 0.13
H 7.380 -0.156 2.679 0.14
H 9.177 -0.002 2.464 0.15
H 7.488 -1.782 0.776 0.12
H 8.709 -0.783 0.347 0.13
H 8.915 -3.553 1.241 0.12
H 10.234 -2.577 0.829 0.13
H 9.524 -3.414 3.421 0.13
H 10.706 -2.130 3.140 0.15
H 7.347 -3.323 4.483 0.11
H 7.114 -3.175 2.795 0.11
H 6.471 -1.898 3.988 0.10
C -0.301 -12.102 -3.253 -0.08
C 0.386 -10.677 -3.207 -0.24
C 1.954 -10.693 -2.993 -0.14
C 2.509 -9.201 -2.829 -0.06
N 3.407 -8.654 -4.003 -0.24
C 4.129 -7.380 -3.563 -0.11
C 4.203 -6.395 -4.728 -0.11
C 3.422 -7.124 -5.807 -0.20
C 2.497 -7.972 -5.104 -0.10
C 4.417 -9.648 -4.494 0.03
H 0.024 -12.856 -2.537 0.07
H -0.180 -12.532 -4.247 0.07
H -1.381 -11.965 -3.190 0.07
H 0.028 -10.009 -2.424 0.09
H 0.030 -10.040 -4.016 0.09
H 2.436 -11.298 -3.761 0.10
H 2.191 -11.155 -2.035 0.11
H 3.306 -9.195 -2.085 0.12
H 1.696 -8.529 -2.554 0.13
H 5.013 -7.791 -3.075 0.13
H 3.519 -6.919 -2.785 0.13
H 5.212 -6.073 -4.986 0.13
H 3.707 -5.460 -4.468 0.13
H 3.962 -7.727 -6.537 0.13
H 2.951 -6.457 -6.530 0.14
H 2.084 -8.787 -5.697 0.14
H 1.676 -7.402 -4.667 0.15
H 5.077 -9.188 -5.229 0.11
H 3.849 -10.425 -5.007 0.10
H 5.017 -10.069 -3.687 0.12
C 3.020 -13.730 6.945 -0.08
C 3.415 -12.506 6.077 -0.27
C 2.399 -11.406 6.164 -0.20
C 2.799 -10.086 5.412 -0.10
N 1.541 -9.193 5.271 -0.20
C 1.970 -7.817 4.744 -0.11
C 0.918 -6.823 5.232 -0.19
C 0.535 -7.322 6.532 -0.18
C 0.935 -8.782 6.647 -0.06
C 0.499 -9.750 4.197 0.08
H 2.086 -14.171 6.597 0.08
H 2.844 -13.426 7.977 0.08
H 3.796 -14.488 6.833 0.08
H 3.597 -12.855 5.061 0.11
H 4.447 -12.284 6.347 0.11
H 2.392 -11.123 7.217 0.11
H 1.395 -11.786 5.974 0.12
H 3.338 -10.338 4.499 0.13
H 3.656 -9.725 5.980 0.14
H 2.055 -7.848 3.658 0.13
H 2.931 -7.465 5.120 0.14
H 0.102 -6.613 4.540 0.12
H 1.239 -5.797 5.413 0.13
H -0.525 -7.134 6.702 0.13
H 1.116 -6.818 7.304 0.13
H 0.263 -9.567 6.994 0.14
H 1.786 -8.759 7.328 0.13
H -0.041 -10.491 4.785 0.09
H 1.131 -10.222 3.444 0.11
H -0.231 -9.029 3.829 0.11
C -5.678 9.808 5.532 -0.07
C -4.318 9.144 5.972 -0.24
C -4.043 7.773 5.496 -0.22
C -3.791 7.635 3.980 -0.09
N -3.984 6.211 3.387 -0.24
C -3.323 5.147 4.299 -0.10
C -3.277 3.945 3.494 -0.19
C -3.007 4.392 2.063 -0.13
C -3.391 5.912 2.031 -0.08
C -5.548 6.020 3.352 0.07
H -5.890 10.734 6.067 0.08
H -6.394 9.001 5.687 0.07
H -5.781 10.133 4.496 0.07
H -4.157 9.045 7.046 0.12
H -3.595 9.890 5.646 0.11
H -4.931 7.202 5.767 0.10
H -3.237 7.266 6.028 0.12
H -2.761 7.975 3.867 0.14
H -4.428 8.213 3.311 0.13
H -4.020 5.113 5.136 0.14
H -2.342 5.568 4.520 0.15
H -4.162 3.310 3.524 0.12
H -2.493 3.273 3.845 0.13
H -3.358 3.750 1.255 0.12
H -1.932 4.328 1.894 0.11
H -4.096 6.149 1.234 0.13
H -2.438 6.428 1.916 0.13
H -5.861 5.962 4.395 0.10
H -5.648 4.998 2.987 0.09
H -6.025 6.664 2.613 0.12
C -6.230 -7.097 -6.916 -0.09
C -6.527 -5.937 -5.919 -0.22
C -5.460 -4.739 -5.889 -0.15
C -5.498 -4.113 -7.358 -0.11
N -4.404 -3.117 -7.781 -0.22
C -4.310 -1.872 -6.902 -0.06
C -2.836 -1.356 -7.127 -0.16
C -2.048 -2.406 -7.815 -0.18
C -2.927 -3.583 -7.636 -0.10
C -4.807 -2.770 -9.233 0.04
H -6.427 -8.103 -6.544 0.08
H -5.144 -7.184 -6.947 0.07
H -6.529 -6.909 -7.947 0.08
H -6.483 -6.407 -4.937 0.10
H -7.510 -5.465 -5.920 0.10
H -4.465 -5.094 -5.622 0.10
H -5.738 -3.946 -5.195 0.09
H -6.518 -3.758 -7.507 0.14
H -5.248 -4.997 -7.944 0.11
H -5.110 -1.142 -7.021 0.14
H -4.285 -2.235 -5.875 0.12
H -2.663 -0.474 -7.742 0.12
H -2.411 -1.035 -6.176 0.12
H -1.976 -2.038 -8.838 0.12
H -1.013 -2.451 -7.476 0.14
H -2.816 -4.460 -8.274 0.14
H -2.736 -3.973 -6.636 0.13
H -4.712 -3.666 -9.846 0.12
H -4.297 -1.914 -9.675 0.11
H -5.828 -2.388 -9.232 0.11
C -11.136 3.258 1.784 -0.11
C -10.958 1.899 2.443 -0.24
C -10.320 0.865 1.435 -0.19
C -10.144 -0.489 2.188 -0.05
N -9.569 -1.664 1.226 -0.19
C -9.159 -2.941 1.978 -0.12
C -7.908 -3.485 1.233 -0.13
C -7.207 -2.184 0.778 -0.16
C -8.248 -1.165 0.469 -0.08
C -10.664 -2.155 0.183 0.06
H -11.614 3.926 2.500 0.08
H -11.949 3.329 1.061 0.08
H -10.363 3.810 1.250 0.07
H -11.924 1.484 2.731 0.12
H -10.310 1.889 3.319 0.10
H -9.518 1.358 0.885 0.11
H -11.164 0.790 0.750 0.11
H -11.094 -0.928 2.493 0.13
H -9.466 -0.458 3.041 0.13
H -9.971 -3.597 2.294 0.14
H -8.895 -2.630 2.989 0.12
H -8.252 -4.141 0.434 0.11
H -7.402 -4.061 2.007 0.12
H -6.666 -2.555 -0.092 0.12
H -6.539 -1.887 1.587 0.12
H -8.342 -1.084 -0.614 0.13
H -7.936 -0.169 0.785 0.11
H -10.180 -2.847 -0.506 0.10
H -10.964 -1.284 -0.400 0.10
H -11.418 -2.719 0.733 0.11
C -0.731 12.182 -5.545 -0.11
C 0.571 12.411 -4.848 -0.27
C 0.997 11.379 -3.774 -0.23
C 2.510 11.221 -3.673 -0.29
P 3.062 10.032 -2.472 1.04
C 2.555 8.343 -3.045 -0.24
C 3.778 7.394 -3.225 -0.25
C 3.328 5.985 -3.738 -0.23
C 2.400 6.049 -5.008 -0.09
C 4.849 10.161 -2.131 -0.26
C 5.155 11.380 -1.337 -0.32
C 6.549 11.619 -1.028 -0.24
C 7.252 10.413 -0.263 -0.08
C 1.991 10.484 -1.061 -0.27
C 1.851 11.968 -0.569 -0.21
C 2.001 12.020 1.002 -0.27
C 2.308 13.375 1.486 -0.14
H -1.492 12.436 -4.808 0.08
H -0.793 11.171 -5.947 0.08
H -0.916 12.759 -6.451 0.09
H 0.661 13.440 -4.499 0.12
H 1.348 12.378 -5.612 0.11
H 0.411 10.468 -3.898 0.11
H 0.649 11.834 -2.847 0.09
H 2.919 12.204 -3.444 0.11
H 2.986 10.816 -4.566 0.11
H 2.160 8.448 -4.055 0.08
H 1.854 7.957 -2.304 0.10
H 4.247 7.240 -2.254 0.09
H 4.645 7.793 -3.751 0.11
H 2.843 5.416 -2.945 0.10
H 4.271 5.454 -3.870 0.10
H 1.439 6.389 -4.622 0.06
H 2.145 5.059 -5.387 0.07
H 2.872 6.656 -5.781 0.08
H 5.513 10.238 -2.992 0.13
H 5.043 9.303 -1.488 0.09
H 4.753 11.210 -0.338 0.12
H 4.882 12.263 -1.915 0.13
H 6.716 12.497 -0.403 0.13
H 7.163 11.617 -1.929 0.12
H 7.168 9.452 -0.770 0.05
H 6.846 10.143 0.712 0.07
H 8.321 10.604 -0.173 0.08
H 2.402 9.814 -0.306 0.08
H 0.976 10.088 -1.104 0.10
H 0.896 12.442 -0.796 0.11
H 2.611 12.640 -0.968 0.09
H 2.790 11.345 1.336 0.11
H 0.973 11.915 1.349 0.11
H 1.716 14.254 1.231 0.09
H 3.320 13.616 1.160 0.08
H 2.402 13.457 2.569 0.08
C 1.408 -1.578 0.144 -0.07
C 0.788 -2.648 -0.703 -0.83
O 0.011 -3.456 -0.158 -0.13
O 0.758 -2.596 -1.978 -0.15
H 1.870 -0.793 -0.454 0.06
H 2.110 -2.156 0.746 0.06
H 0.674 -1.021 0.726 0.06
```